Record 1
Computed, not measured: one molecule with the formula C15H24O, with wB97M-V/def2-TZVPD.

lowest unoccupied orbital energy = 0.90 eV
F_max = 0.492 eV/Å
SMILES = CCCCCCCCCc1ccc(O)cc1
HOMO level = -0.305 Ha
relative energy (zero: lowest compared OMol25 entry of this formula, charge and spin) = 0.4 kcal/mol

XYZ file:
```
40
C15H24O, DFT wB97M-V/def2-TZVPD
C -6.001 -1.984 0.914
C -5.565 -0.960 -0.127
C -4.221 -0.329 0.230
C -3.779 0.710 -0.799
C -2.487 1.427 -0.404
C -1.242 0.555 -0.548
C -0.003 1.243 0.018
C 1.263 0.412 -0.180
C 2.456 1.048 0.529
C 3.791 0.394 0.283
C 3.936 -0.844 -0.323
C 5.190 -1.399 -0.518
C 6.329 -0.724 -0.104
O 7.582 -1.233 -0.277
C 6.197 0.517 0.511
C 4.943 1.060 0.695
H -5.271 -2.787 0.990
H -6.962 -2.417 0.649
H -6.094 -1.515 1.892
H -6.323 -0.177 -0.205
H -5.488 -1.444 -1.104
H -4.300 0.150 1.209
H -3.471 -1.118 0.308
H -4.575 1.452 -0.906
H -3.646 0.228 -1.771
H -2.366 2.315 -1.030
H -2.572 1.765 0.632
H -1.082 0.325 -1.604
H -1.389 -0.390 -0.022
H 0.124 2.217 -0.461
H -0.153 1.420 1.087
H 1.474 0.328 -1.249
H 1.093 -0.592 0.213
H 2.527 2.097 0.225
H 2.265 1.045 1.608
H 3.072 -1.397 -0.655
H 5.282 -2.366 -0.996
H 7.526 -2.091 -0.714
H 7.086 1.036 0.832
H 4.851 2.025 1.172
```

Just the Mulliken charges please, in e? Sure, here they are: C -1.2953; C -0.3651; C -0.4885; C -0.7545; C -0.6718; C -0.4925; C -0.8812; C -0.7699; C -0.4947; C 0.2126; C -0.4401; C -0.6124; C 0.9045; O -0.5569; C -0.6049; C -0.6128; H 0.3269; H 0.3902; H 0.3168; H 0.3160; H 0.3218; H 0.2803; H 0.2389; H 0.3768; H 0.3170; H 0.3696; H 0.3343; H 0.2715; H 0.2230; H 0.3419; H 0.3798; H 0.4325; H 0.3880; H 0.3705; H 0.3070; H 0.3406; H 0.2404; H 0.2696; H 0.3945; H 0.3754


Record 2
Computed, not measured: FNO4S as an isolated structure, with wB97M-V/def2-TZVPD.

lowest unoccupied orbital energy = -1.75 eV
F_max = 3.523 eV/Å
HOMO level = -0.425 Ha
relative energy (zero: lowest compared OMol25 entry of this formula, charge and spin) = 45.2 kcal/mol

XYZ file:
```
7
FNO4S, DFT wB97M-V/def2-TZVPD
N -1.071 0.378 -0.917
O -0.797 0.028 0.167
O -1.969 0.303 -1.628
O 2.049 -0.192 0.411
O 0.766 -0.862 2.370
F -0.005 1.405 -1.345
S 1.027 -1.061 0.943
```

Just the Mulliken charges please, in e? Sure, here they are: N 1.1114; O -0.4202; O -0.3851; O -0.3994; O -0.4289; F -0.2702; S 0.7924